(1)
Computed, not measured: a cluster of 3 separate species, C29H64B2ClN3O8P in total in a non-equilibrium geometry, with ωB97M-V/def2-TZVPD.

Properties
<S²> = 2.008
gap between HOMO and LUMO (spin up / spin down) = 5.8 / 5.6 eV
2S+1 = 3
E_tot = -75126.72472 eV
charge = -1
M = 670.9 g/mol
LUMO energy (spin up / spin down) = 1.99 / 1.74 eV

Last column: Löwdin spin population.
Element x y z (Å)
1 Cl -1.07476 3.60196 -3.46240  0.00
2 P 0.10478 2.03588 -2.10863  0.00
3 O 2.90490 6.55130 -3.15719  0.00
4 O 0.11377 -0.48212 -0.68078  0.00
5 O 4.95968 -4.21333 -0.13116  0.53
6 O -4.77483 1.93635 3.00640  0.53
7 O -2.48247 0.78336 -2.97332  0.00
8 O -0.54324 -0.37226 -3.55198  0.00
9 O -2.59409 4.10875 0.31547  0.00
10 O 2.28183 0.49200 -0.64125  0.00
11 N 4.78641 -5.48791 -0.22554  0.37
12 N 3.57182 4.48632 -2.44595  0.00
13 N -6.01423 2.07062 2.67487  0.38
14 C -8.31840 2.35410 3.65273  0.00
15 C 4.36395 -5.73990 -2.64371  0.02
16 C -5.10915 1.70945 0.41498  0.00
17 C 2.74079 6.29454 -0.83533  0.00
18 C 2.91056 -4.98457 1.28165  0.00
19 C 4.76302 3.96965 -0.20815  0.00
20 C 2.52254 3.45987 -2.65364  0.00
21 C 4.78476 4.12362 -1.73451  0.00
22 C -7.06963 0.19555 3.87936  0.02
23 C -6.33494 2.25684 5.09754  0.00
24 C -6.31585 1.50713 1.31955  0.03
25 C -6.92900 1.71461 3.80501  0.03
26 C 3.38293 -7.34868 0.70575  0.00
27 C -1.04757 2.46380 -0.58126  0.00
28 C -1.20593 3.90557 -0.08413  0.00
29 C 3.08049 5.79718 -2.22674  0.00
30 C -7.50710 2.26166 0.66879  0.00
31 C -7.52958 -0.41088 2.55615  0.00
32 C 4.07140 -0.44563 0.72568  0.00
33 C 5.34379 -6.02699 -1.50799  0.03
34 C 6.67857 -5.34605 -1.77638  0.00
35 C 2.62989 -0.56767 0.25291  0.00
36 C -0.30125 4.26394 1.10692  0.00
37 C 3.39647 -5.89517 0.16036  0.03
38 C 2.96485 -6.27701 -2.35742  0.00
39 C -6.59139 0.00096 1.42283  0.02
40 C 5.62028 -7.53676 -1.43107  0.00
41 C 1.33274 3.47237 -1.69687  0.00
42 C 2.44366 -5.72906 -1.03147  0.02
43 B 0.96256 0.56950 -1.06991  0.00
44 B -1.12127 0.71787 -2.91544  0.00
45 H -8.89814 2.15648 4.55507  0.00
46 H -7.03623 2.07565 5.91280  0.00
47 H -8.89164 1.96341 2.81639  0.00
48 H 2.28844 -5.97577 -3.15896  0.00
49 H 4.35705 -7.82480 0.64934  0.00
50 H 5.55271 4.85470 -2.00570  0.00
51 H 0.06650 3.36456 1.60846  0.00
52 H -0.85067 4.86401 1.82964  0.00
53 H 2.12289 3.63528 -3.65531  0.00
54 H 0.58471 4.81648 0.79043  0.00
55 H 3.47906 7.04475 -0.54051  0.00
56 H 3.83716 3.52134 0.14483  0.00
57 H -8.55866 -0.11474 2.33263  0.00
58 H 4.17348 0.35107 1.46207  0.00
59 H 2.77786 -3.95692 0.95176  0.00
60 H 7.36068 -5.48249 -0.93625  0.00
61 H 3.11137 -7.35775 1.76057  0.00
62 H 6.27139 -7.76892 -0.58689  0.00
63 H 4.34925 -1.40208 1.17154  0.00
64 H 4.30624 -4.65883 -2.80169  0.00
65 H -8.30424 1.58314 0.35994  0.00
66 H -7.76942 -0.05332 4.68098  0.00
67 H 1.96393 -0.54141 1.11541  0.00
68 H -5.39155 1.77631 5.34502  0.00
69 H 6.56345 -4.27945 -1.95251  0.00
70 H 4.72266 -8.14396 -1.34815  0.00
71 H -7.93971 3.00921 1.32684  0.00
72 H 1.67472 3.42296 -0.66200  0.00
73 H 1.94652 -5.35653 1.62956  0.00
74 H -2.06049 2.09252 -0.74742  0.00
75 H 2.66882 -7.97976 0.17489  0.00
76 H -0.66158 1.87148 0.25922  0.00
77 H 0.36957 -1.31137 -1.08561  0.00
78 H -5.37529 1.40053 -0.59625  0.00
79 H -4.80416 2.75530 0.38127  0.00
80 H 5.11859 3.17692 -2.16464  0.00
81 H -6.10473 -0.23980 4.15673  0.00
82 H 0.97419 1.74457 -3.31083  0.00
83 H 4.73075 -0.23696 -0.11758  0.00
84 H 2.96260 -7.37093 -2.35122  0.00
85 H 4.90443 4.92818 0.29405  0.00
86 H -7.53739 -1.49981 2.63796  0.00
87 H 3.60775 -4.98889 2.12023  0.00
88 H -7.17363 2.80479 -0.21369  0.00
89 H 5.59769 3.33845 0.10314  0.00
90 H -6.98553 -0.33918 0.46384  0.00
91 H -1.07111 4.63226 -0.87938  0.00
92 H -6.16210 3.33108 5.02437  0.00
93 H 2.52383 -1.53819 -0.24053  0.00
94 H -2.71367 3.60046 1.12242  0.00
95 H 1.76597 6.77306 -0.88919  0.00
96 H 0.32941 -0.10692 -3.86058  0.00
97 H 2.23409 -4.66308 -1.16181  0.00
98 H 6.12945 -7.84791 -2.34330  0.00
99 H 1.49251 -6.19974 -0.77639  0.00
100 H -8.23543 3.43545 3.53607  0.00
101 H 4.76039 -6.17099 -3.56559  0.00
102 H -5.63715 -0.51532 1.56369  0.00
103 H 0.79754 4.39903 -1.89945  0.00
104 H 3.00154 2.48028 -2.66886  0.00
105 H 2.73234 5.51580 -0.08209  0.00
106 H 7.13083 -5.79194 -2.66234  0.00
107 H -2.77964 1.64114 -2.65783  0.00
108 H -4.25197 1.11638 0.72659  0.00

Force components x, y, z for each atom (eV/Å):
Cl -0.64 0.72 -0.64
P 1.01 -0.91 0.92
O -0.06 -0.21 0.14
O -0.09 0.35 -0.07
O 0.26 -0.34 0.28
O -0.28 0.42 -0.11
O -0.07 -0.36 0.16
O -0.28 0.11 -0.23
O 0.27 0.22 -0.03
O -0.26 0.04 -0.03
N -0.63 0.98 -0.72
N 0.09 -0.08 0.39
N 0.70 -1.10 0.27
C 0.01 0.01 -0.10
C -0.29 0.12 -0.09
C 0.28 0.01 0.04
C 0.27 -0.06 0.18
C 0.02 0.19 0.05
C 0.21 0.14 0.10
C -0.24 0.21 -0.32
C -0.06 -0.16 0.02
C 0.05 -0.29 -0.13
C 0.18 -0.03 0.11
C -0.43 0.41 -0.67
C -0.59 0.44 0.22
C 0.20 0.00 -0.01
C 0.21 0.46 0.21
C -0.57 -0.11 0.41
C -0.11 0.32 -0.60
C -0.02 0.14 0.16
C 0.01 0.11 -0.04
C -0.35 0.09 -0.21
C 0.48 -0.63 -0.05
C 0.07 0.20 -0.02
C 0.39 0.11 0.02
C 0.29 -0.19 -0.23
C -0.20 -0.61 0.54
C 0.05 -0.04 0.09
C 0.02 -0.28 0.27
C -0.07 -0.01 0.10
C 0.24 -0.12 -0.53
C -0.01 0.15 -0.33
B 0.21 0.03 0.19
B -0.05 0.09 -0.21
H 0.06 -0.02 0.06
H -0.06 0.00 -0.01
H 0.02 -0.01 0.01
H -0.02 -0.02 0.00
H -0.01 0.04 0.00
H 0.04 0.01 0.02
H -0.10 -0.01 0.07
H -0.01 0.14 -0.02
H -0.01 -0.15 -0.02
H -0.06 0.08 0.01
H -0.04 0.06 -0.02
H -0.03 -0.13 0.00
H 0.01 0.04 0.02
H 0.08 0.02 -0.01
H 0.07 -0.01 -0.01
H -0.01 0.00 0.02
H -0.10 0.07 0.00
H 0.01 0.01 0.00
H 0.18 0.08 0.07
H 0.04 0.02 0.09
H 0.00 -0.03 0.04
H -0.03 0.03 0.03
H -0.13 -0.15 -0.02
H 0.01 0.02 -0.07
H -0.04 -0.01 0.06
H 0.00 0.03 -0.01
H 0.04 -0.02 -0.01
H -0.17 -0.16 0.12
H -0.02 -0.05 0.01
H 0.07 -0.05 -0.28
H 0.01 0.01 -0.05
H -0.02 -0.08 -0.01
H -0.01 -0.30 0.05
H -0.07 -0.01 -0.02
H -0.03 0.00 -0.03
H -0.09 -0.01 -0.06
H 0.05 0.09 -0.03
H 0.04 -0.06 -0.06
H 0.03 -0.06 0.03
H 0.04 0.00 0.02
H -0.14 0.00 0.03
H -0.02 -0.01 -0.02
H 0.01 -0.02 0.00
H 0.06 -0.09 -0.06
H -0.03 -0.09 0.01
H 0.02 0.03 -0.05
H -0.02 -0.07 -0.18
H 0.01 0.00 -0.03
H -0.14 0.00 -0.07
H -0.13 -0.16 0.12
H -0.02 0.06 0.01
H 0.30 0.04 0.16
H 0.10 0.02 0.04
H 0.04 0.07 -0.03
H -0.02 0.00 0.06
H 0.01 0.01 0.00
H 0.04 -0.03 0.00
H 0.04 0.09 0.05
H -0.11 0.04 0.39
H 0.15 0.01 0.07
H -0.10 -0.07 -0.02
H -0.01 -0.06 -0.02
H 0.02 0.23 0.03
H -0.01 0.04 0.06

(2)
Computed, not measured: a structure of composition C3H5N3S2 in a non-equilibrium geometry, with ωB97M-V/def2-TZVPD.

Properties
gap between HOMO and LUMO = 8.2 eV
E_tot = -29324.98854 eV
charge = 0
M = 147.2 g/mol
ΔE to the lowest compared entry with this formula, charge and spin = 178.0 kcal per mole
LUMO energy = -0.29 eV

Last column: natural (NBO) charge in e.
Element x y z (Å)
1 S -0.98107 1.27349 -0.64014  0.51
2 S 1.80006 1.30720 0.00126  -0.15
3 N -0.65644 -1.65814 0.72056  -0.31
4 N -2.13155 -0.25754 -0.65054  -0.74
5 N 0.52563 -0.92005 0.31667  -0.38
6 C -1.65706 -1.40955 0.04346  0.28
7 C 1.71225 -1.38403 0.89924  -0.44
8 C 0.41020 0.36606 -0.10109  -0.11
9 H -2.61026 -1.96745 0.25862  0.19
10 H 1.57089 -2.66022 0.21198  0.22
11 H 1.15787 -1.47244 2.45569  0.21
12 H 2.82506 -0.76298 0.43221  0.32
13 H -3.00328 -0.01270 -0.89292  0.40

Force components x, y, z for each atom (eV/Å):
S -0.82 -3.33 0.39
S -0.98 0.83 -0.67
N 3.77 -0.61 -0.64
N 7.65 0.21 1.08
N -2.84 2.43 -0.36
C -6.94 2.49 -0.61
C 1.06 -3.86 -0.32
C 2.23 0.64 0.79
H 1.28 -0.23 -0.06
H 1.21 3.26 2.96
H 2.28 0.09 -3.96
H -4.05 -2.04 2.14
H -3.85 0.12 -0.74